Record 1
85
Properties=species:S:1:pos:R:3 method="wB97M-V/def2-TZVPD" largest_force_ev_per_a=5.03 total_charge=+1 total_energy_ha=-3096.67586 homo_lumo_gap_ev=7.0 multiplicity=1
C 7.130 1.472 -1.237
C 8.449 2.338 -1.777
C 8.358 3.942 -1.462
C 7.067 4.697 -2.211
O 6.601 5.715 -1.261
P 4.923 6.112 -1.451
Cl 4.163 6.382 0.561
O 3.932 4.876 -2.169
C 3.568 3.818 -1.213
C 2.847 2.603 -2.109
H 6.624 1.044 -2.230
H 7.469 0.608 -0.519
H 6.361 2.151 -0.672
H 9.363 1.916 -1.135
H 8.700 2.067 -2.895
H 8.140 4.072 -0.297
H 9.380 4.503 -1.656
H 7.526 5.150 -3.211
H 6.306 3.842 -2.450
H 4.655 7.365 -2.116
H 4.503 3.329 -0.705
H 2.733 4.140 -0.431
H 2.688 2.925 -3.239
H 1.765 2.365 -1.675
H 3.490 1.608 -2.081
C -2.784 0.385 -0.326
C -1.902 0.408 -1.330
C -1.388 1.683 -1.868
O -0.582 1.706 -2.788
C -1.885 2.930 -1.254
C -2.767 2.906 -0.250
C -3.281 1.632 0.289
O -4.087 1.609 1.209
H -3.171 -0.542 0.080
H -1.527 -0.498 -1.791
H -1.498 3.857 -1.660
H -3.142 3.812 0.211
C -4.984 -4.715 -2.894
C -3.908 -3.929 -2.788
C -4.032 -2.507 -2.411
O -3.048 -1.786 -2.316
C -5.390 -1.988 -2.153
C -6.466 -2.775 -2.258
C -6.342 -4.196 -2.636
O -7.326 -4.917 -2.731
H -4.910 -5.760 -3.170
H -2.905 -4.295 -2.973
H -5.464 -0.944 -1.876
H -7.469 -2.409 -2.073
C -3.328 4.637 5.359
C -4.000 4.209 6.433
C -5.091 3.222 6.310
O -5.707 2.831 7.292
C -5.409 2.725 4.957
C -4.738 3.153 3.884
C -3.647 4.140 4.006
O -3.030 4.530 3.024
H -2.526 5.361 5.431
H -3.778 4.563 7.432
H -6.212 2.001 4.885
H -4.960 2.798 2.884
C 4.734 -1.127 2.460
C 5.026 -0.229 1.513
C 4.344 1.079 1.461
O 4.609 1.900 0.594
C 3.328 1.357 2.496
C 3.036 0.460 3.442
C 3.718 -0.848 3.494
O 3.453 -1.670 4.361
H 5.224 -2.091 2.511
H 5.769 -0.418 0.748
H 2.838 2.322 2.444
H 2.293 0.649 4.208
C -3.666 -10.764 -1.038
C -3.374 -9.866 -1.984
C -4.056 -8.558 -2.036
O -3.791 -7.737 -2.903
C -5.072 -8.280 -1.001
C -5.364 -9.177 -0.055
C -4.682 -10.485 -0.003
O -4.947 -11.307 0.864
H -3.176 -11.728 -0.986
H -2.631 -10.055 -2.750
H -5.562 -7.315 -1.053
H -6.107 -8.988 0.711

=====

Record 2
11
Properties=species:S:1:pos:R:3 method="wB97M-V/def2-TZVPD" largest_force_ev_per_a=4.93 total_charge=0 total_energy_ha=-1009.56502 homo_lumo_gap_ev=8.6 relative_energy_kj_mol=40.72 multiplicity=1
O -2.229 -0.271 2.445
N -1.366 -0.320 1.628
O -0.645 -1.496 1.444
N -0.931 0.501 0.804
F -1.686 1.648 1.018
H 0.085 -1.218 0.703
O 1.318 -0.919 -0.323
C 1.240 -0.172 -1.261
O 2.099 0.757 -1.504
Cl 1.750 1.773 -2.890
H 0.365 -0.282 -2.064

=====

Record 3
45
Properties=species:S:1:pos:R:3 method="wB97M-V/def2-TZVPD" largest_force_ev_per_a=0.62 total_charge=0 total_energy_ha=-905.18730 homo_lumo_gap_ev=9.1 relative_energy_kj_mol=39.96 smiles="CCCCCCC(=O)c1c(C)[nH]c(C(=O)OCC)c1C" multiplicity=1
C -5.706 -3.172 -0.122
C -5.230 -1.725 -0.193
C -3.947 -1.515 0.609
C -3.499 -0.056 0.672
C -3.029 0.491 -0.675
C -2.511 1.927 -0.543
C -1.283 1.988 0.346
O -1.306 2.587 1.400
C -0.095 1.248 -0.095
C 0.345 0.944 -1.385
C -0.175 1.303 -2.733
N 1.495 0.255 -1.273
C 1.830 0.084 0.050
C 3.025 -0.639 0.440
O 3.394 -0.851 1.571
O 3.699 -1.075 -0.656
C 4.915 -1.779 -0.413
C 6.079 -0.824 -0.186
C 0.859 0.709 0.814
C 0.812 0.790 2.294
H -4.946 -3.842 -0.518
H -5.908 -3.456 0.908
H -6.617 -3.305 -0.701
H -5.063 -1.458 -1.238
H -6.010 -1.068 0.199
H -3.147 -2.121 0.177
H -4.114 -1.871 1.628
H -4.321 0.560 1.045
H -2.677 0.029 1.387
H -3.855 0.481 -1.388
H -2.237 -0.154 -1.061
H -2.275 2.332 -1.526
H -3.281 2.552 -0.087
H -1.097 0.769 -2.960
H -0.375 2.371 -2.797
H 0.563 1.047 -3.491
H 2.062 -0.088 -2.032
H 5.073 -2.390 -1.304
H 4.781 -2.423 0.463
H 6.996 -1.392 -0.060
H 6.189 -0.153 -1.035
H 5.902 -0.235 0.710
H 0.937 1.824 2.610
H -0.157 0.459 2.662
H 1.600 0.180 2.725

=====

Record 4
42
Properties=species:S:1:pos:R:3 method="wB97M-V/def2-TZVPD" largest_force_ev_per_a=4.58 total_charge=+1 total_energy_ha=-4479.22062 homo_lumo_gap_ev="5.9 / 5.9" relative_energy_kj_mol=155.94 multiplicity=1
W 1.035 -2.525 0.075
S 2.264 -3.089 -1.667
S 3.324 -2.543 1.182
S 2.522 -3.527 2.740
S 0.566 -3.025 2.538
C -2.578 -2.164 1.037
C -2.091 -2.822 -0.256
C -2.508 -2.010 -1.478
C -2.570 -4.265 -0.358
O -0.651 -2.836 -0.236
H -3.665 -2.106 1.042
H -2.163 -1.156 1.117
H -2.260 -2.748 1.901
H -3.593 -1.959 -1.543
H -2.125 -2.471 -2.388
H -2.114 -0.995 -1.408
H -3.657 -4.299 -0.348
H -2.194 -4.844 0.487
H -2.210 -4.714 -1.283
C 2.950 0.590 -0.255
As 1.209 -0.075 0.306
C 1.111 0.756 2.072
C 0.017 1.069 -0.818
C 0.331 2.530 -0.694
C -0.255 3.289 0.318
C 0.020 4.642 0.434
C 0.887 5.253 -0.461
C 1.465 4.509 -1.478
C 1.190 3.155 -1.594
H 2.934 1.676 -0.197
H 3.162 0.277 -1.276
H 3.720 0.200 0.406
H 1.337 1.814 1.965
H 1.859 0.281 2.707
H 0.128 0.625 2.518
H -1.014 0.878 -0.520
H 0.157 0.714 -1.839
H -0.950 2.817 1.004
H -0.447 5.224 1.217
H 1.101 6.310 -0.376
H 2.129 4.984 -2.189
H 1.628 2.581 -2.403